1 | {"formula": "C16H21N3O3S", "method": "ωB97M-V with the def2-TZVPD basis set", "e_lumo_ev": 0.28, "spin_multiplicity": 1, "homo_ev": -7.941, "species": ["C", "C", "C", "C", "C", "C", "C", "C", "C", "C", "C", "C", "C", "C", "C", "C", "H", "H", "H", "H", "H", "H", "H", "H", "H", "H", "H", "H", "H", "H", "H", "H", "H", "H", "H", "H", "H", "N", "N", "N", "O", "O", "O", "S"], "xyz": [[0.06502, 0.44154, 1.08817], [-0.28871, -0.10934, -0.21634], [1.63272, 0.68476, 1.21334], [2.01040, 1.50805, 2.29844], [2.25883, 1.44209, 3.65771], [2.53990, 2.84220, 1.98092], [3.14148, 3.46389, 3.05791], [2.26301, 3.70328, 0.82557], [3.53914, 4.77798, 2.99462], [2.73966, 5.03804, 0.71239], [3.32701, 5.56356, 1.86149], [-1.83525, -1.33612, -1.44204], [-3.02674, -2.20775, -1.13704], [-0.74674, -2.14834, -2.12379], [-1.22238, -2.83897, -3.49210], [-3.34354, -3.88461, -4.59746], [-0.23857, -1.29728, 2.18458], [-1.50325, -0.28277, 2.52137], [-0.47054, 1.40654, 0.92853], [2.21294, 1.45131, 0.36648], [2.13871, -0.51222, 0.90638], [2.46859, 0.51463, 4.27861], [3.92701, 2.56441, 4.91720], [1.64787, 3.28877, -0.00406], [3.91991, 4.92856, 4.05773], [2.56151, 5.57613, -0.21581], [3.85864, 6.50186, 1.98433], [-1.95423, -0.92709, 0.64687], [-2.14286, -0.40571, -1.83015], [-0.47457, -3.01212, -1.48977], [-0.00587, -1.39859, -2.34582], [-1.97098, -2.24928, -4.21224], [-0.33336, -2.90393, -4.15426], [-2.67225, -3.74061, -5.61801], [-4.04849, -4.73846, -4.66727], [-3.71528, -2.89328, -4.39893], [-2.16456, -3.02147, 0.23792], [-0.45628, -0.20974, 2.28409], [2.89595, 2.53016, 4.12668], [-1.23909, -1.08509, -0.14517], [0.12314, 0.32255, -1.33087], [-4.04897, -1.87078, -1.70476], [-3.08196, -3.03266, 0.01067], [-1.98156, -4.53070, -3.36524]]}


2 | {"formula": "C16H21N3O3S", "method": "ωB97M-V with the def2-TZVPD basis set", "e_lumo_ev": 0.58, "spin_multiplicity": 1, "smiles": "CSCC[C@H](N)C(=O)N[C@@H](Cc1c[nH]c2ccccc12)C(=O)O", "homo_ev": -8.201, "species": ["C", "C", "C", "C", "C", "C", "C", "C", "C", "C", "C", "C", "C", "C", "C", "C", "H", "H", "H", "H", "H", "H", "H", "H", "H", "H", "H", "H", "H", "H", "H", "H", "H", "H", "H", "H", "H", "N", "N", "N", "O", "O", "O", "S"], "xyz": [[2.49671, -0.18862, 0.44960], [2.11098, -0.83906, -0.87195], [3.98252, -0.35237, 0.70467], [4.76290, 0.46303, -0.35489], [6.59842, 1.50594, 1.32778], [-0.30161, -0.20825, -0.56157], [-0.97330, -1.17270, 0.41316], [-1.37269, 0.12581, -1.55804], [-2.57177, 0.88741, -0.95072], [-2.71562, 2.23944, -0.83870], [-3.74625, 0.26454, -0.36219], [-4.53126, 1.32657, 0.17273], [-4.14853, -1.03821, -0.23399], [-5.80924, 1.07092, 0.67350], [-5.35525, -1.32370, 0.41981], [-6.16630, -0.27088, 0.80756], [1.84739, -0.44403, 2.36735], [1.70509, -1.88031, 1.53529], [2.20644, 0.90341, 0.36029], [4.13438, -1.40621, 0.45870], [4.28873, -0.09899, 1.79772], [4.59298, -0.01848, -1.30451], [4.36209, 1.44933, -0.45962], [6.30687, 0.81665, 2.15423], [7.66635, 1.79667, 1.48934], [5.81832, 2.37472, 1.28924], [0.57087, -1.42741, -2.07644], [0.07117, 0.70425, -0.07369], [-1.83470, -0.85356, -1.93518], [-0.94145, 0.68645, -2.41837], [-1.94888, 3.01241, -1.10754], [-4.21193, 3.44916, -0.04623], [-3.48969, -1.82646, -0.58840], [-6.41126, 1.89558, 0.96989], [-5.62494, -2.38162, 0.51424], [-7.08479, -0.37665, 1.31818], [-2.26217, -1.09178, 1.87718], [1.63501, -0.81877, 1.44416], [0.78597, -0.84596, -1.25926], [-3.90708, 2.51809, -0.12982], [2.85691, -1.53123, -1.52012], [-1.24982, -2.30797, 0.14627], [-1.35911, -0.56564, 1.60638], [6.56874, 0.56518, -0.23674]]}


Most favorable structure: 2. The second most favorable one is 0.2383 hartree above it.


1 | {"formula": "C22H25N3O5S", "method": "ωB97M-V with the def2-TZVPD basis set", "e_lumo_ev": -0.35, "spin_multiplicity": 1, "smiles": "CCCCCn1c(=O)c(C(=O)Nc2nc(CC(=O)OCC)cs2)c(O)c2ccccc21", "homo_ev": -8.181, "species": ["C", "C", "C", "C", "C", "N", "C", "C", "C", "C", "C", "C", "C", "C", "C", "O", "C", "O", "N", "C", "N", "C", "C", "S", "H", "C", "C", "O", "O", "C", "C", "H", "H", "H", "H", "H", "H", "H", "H", "O", "H", "H", "H", "H", "H", "H", "H", "H", "H", "H", "H", "H", "H", "H", "H", "H"], "xyz": [[5.68134, 1.74246, 2.56992], [4.44812, 1.92610, 1.69388], [4.71552, 2.91337, 0.55817], [3.50379, 3.16904, -0.34174], [3.28714, 2.15277, -1.46820], [3.00671, 0.80501, -0.99132], [3.96260, -0.18266, -0.96012], [5.28536, 0.01745, -1.38191], [6.21067, -0.99959, -1.32706], [5.86638, -2.26125, -0.84974], [4.57964, -2.48629, -0.43127], [3.62190, -1.46476, -0.47946], [2.28010, -1.71716, -0.03041], [1.34418, -0.69705, -0.07385], [1.70472, 0.61420, -0.56522], [0.91788, 1.56072, -0.62933], [-0.01967, -0.98388, 0.38954], [-0.35143, -2.10560, 0.80514], [-0.91257, 0.02857, 0.34651], [-2.20787, -0.12069, 0.74082], [-3.07617, 0.83140, 0.71167], [-4.28881, 0.41129, 1.15891], [-4.33749, -0.89628, 1.53264], [-2.80274, -1.65784, 1.33094], [-5.17883, -1.44231, 1.90551], [-5.43908, 1.36938, 1.14944], [-6.14615, 1.25361, -0.19067], [-6.19150, 2.11426, -1.02585], [-6.71103, 0.04918, -0.31476], [-7.31399, -0.26057, -1.57233], [-6.27186, -0.73829, -2.57324], [-6.75842, -1.02487, -3.50114], [-5.56300, 0.06053, -2.77769], [-5.73250, -1.59372, -2.17319], [-7.82512, 0.63078, -1.95081], [-8.04197, -1.04450, -1.35393], [-6.14207, 1.11713, 1.94294], [-5.07163, 2.38787, 1.26230], [-0.57765, 0.93423, -0.01508], [2.00314, -2.92812, 0.41013], [1.03462, -2.93690, 0.67756], [4.27082, -3.44826, -0.05430], [6.60339, -3.04750, -0.81001], [7.22045, -0.80937, -1.65890], [5.60914, 0.97435, -1.75409], [4.13822, 2.13417, -2.14470], [2.40579, 2.46943, -2.03418], [2.59971, 3.20873, 0.26710], [3.61709, 4.14165, -0.82496], [5.55892, 2.56154, -0.03910], [5.01365, 3.86451, 1.00600], [4.15286, 0.95446, 1.29696], [3.62156, 2.30002, 2.30233], [5.99306, 2.69295, 2.99739], [5.47256, 1.05191, 3.38326], [6.50667, 1.34182, 1.98464]]}


2 | {"formula": "C22H25N3O5S", "method": "ωB97M-V with the def2-TZVPD basis set", "e_lumo_ev": -0.31, "spin_multiplicity": 1, "smiles": "COCCCNC(=O)c1c[nH]c2ccc(S(=O)(=O)N(C)c3ccccc3C)cc2c1=O", "homo_ev": -8.738, "species": ["C", "O", "C", "C", "H", "H", "C", "N", "C", "O", "C", "C", "N", "C", "C", "C", "C", "C", "C", "C", "O", "H", "S", "O", "O", "N", "C", "C", "C", "C", "C", "C", "C", "H", "H", "H", "H", "H", "H", "H", "C", "H", "H", "H", "H", "H", "H", "H", "H", "H", "H", "H", "H", "H", "H", "H"], "xyz": [[-7.58871, -2.22862, 0.89132], [-6.24680, -2.01137, 1.24698], [-5.63851, -0.91459, 0.60520], [-5.31371, -1.15996, -0.87260], [-6.23536, -1.29483, -1.44076], [-4.72124, -2.07358, -0.95538], [-4.54212, 0.01614, -1.47379], [-3.24977, 0.18648, -0.86043], [-2.97047, 1.20684, -0.03630], [-3.74087, 2.12269, 0.20793], [-1.59980, 1.17311, 0.57300], [-1.28345, 2.22328, 1.37758], [-0.09629, 2.35357, 1.99968], [0.89051, 1.41666, 1.85255], [2.13224, 1.57795, 2.47911], [3.13214, 0.65773, 2.26560], [2.88941, -0.44615, 1.45744], [1.65719, -0.65670, 0.89037], [0.64077, 0.28607, 1.05594], [-0.64163, 0.10210, 0.35363], [-0.83684, -0.87977, -0.35816], [1.45668, -1.53829, 0.30267], [4.23588, -1.55682, 1.03710], [3.80207, -2.91604, 1.16240], [5.40002, -1.16774, 1.77893], [4.50943, -1.24141, -0.61618], [3.70992, -0.21759, -1.16545], [2.62417, -0.50114, -1.98993], [1.79761, 0.50992, -2.44298], [2.04509, 1.81878, -2.07085], [3.14849, 2.10806, -1.28755], [4.00241, 1.11120, -0.83490], [5.23193, 1.47924, -0.06093], [6.02337, 1.74848, -0.76169], [5.59001, 0.65468, 0.54541], [5.04182, 2.34299, 0.57280], [3.36334, 3.13440, -1.02498], [1.39135, 2.61209, -2.40089], [0.95189, 0.26952, -3.06843], [2.41274, -1.52265, -2.26417], [4.70292, -2.45572, -1.37987], [3.84553, -3.13261, -1.32646], [5.56519, -2.96803, -0.95631], [4.90973, -2.19058, -2.41526], [4.10870, 0.76593, 2.70903], [2.30140, 2.43804, 3.11025], [0.08434, 3.15998, 2.58162], [-2.01867, 3.00224, 1.52888], [-2.55429, -0.55022, -0.95325], [-4.40648, -0.14554, -2.54814], [-5.09402, 0.94695, -1.31811], [-4.71153, -0.74422, 1.15868], [-6.26947, -0.01826, 0.70016], [-7.96424, -2.99393, 1.56825], [-8.18291, -1.31414, 1.01120], [-7.69107, -2.58463, -0.13999]]}


Most favorable structure: 1. The second most favorable one is 0.0947 hartree above it.


1 | {"formula": "C17H22N2O2S", "method": "ωB97M-V with the def2-TZVPD basis set", "e_lumo_ev": 0.21, "spin_multiplicity": 1, "smiles": "C=CCNC(=S)N1CCC(C(=O)c2ccc(OC)cc2)CC1", "homo_ev": -7.672, "species": ["C", "C", "C", "N", "C", "N", "C", "C", "H", "H", "C", "C", "O", "C", "C", "C", "C", "C", "C", "H", "H", "O", "C", "H", "H", "H", "H", "H", "C", "H", "H", "C", "H", "H", "H", "H", "H", "S", "H", "H", "H", "H", "H", "H"], "xyz": [[-0.48033, -2.87190, 0.11642], [-1.61239, -3.43522, 0.48972], [-2.92633, -2.72369, 0.64425], [-2.85223, -1.28349, 0.66507], [-2.85835, -0.55440, -0.48000], [-2.83703, 0.79426, -0.36305], [-3.03328, 1.54836, 0.85516], [-1.96728, 2.65014, 0.98668], [-1.72809, 2.79614, 2.04057], [-2.34875, 3.59412, 0.59413], [-0.69092, 2.29234, 0.21858], [-0.02472, 1.05895, 0.81762], [-0.57943, 0.38298, 1.66480], [1.33503, 0.72473, 0.35266], [2.08775, 1.51045, -0.52738], [3.35248, 1.12405, -0.90079], [3.91821, -0.05950, -0.41172], [3.18144, -0.84322, 0.47446], [1.91486, -0.44622, 0.84611], [1.34347, -1.04792, 1.53727], [3.58592, -1.75788, 0.87790], [5.16611, -0.33952, -0.84785], [5.79946, -1.51447, -0.39573], [5.93161, -1.50542, 0.69054], [6.77578, -1.52554, -0.87713], [5.24111, -2.40848, -0.68908], [3.93915, 1.72388, -1.57852], [1.69388, 2.43303, -0.92255], [-1.00808, 2.09016, -1.28162], [-0.34629, 1.32963, -1.69853], [-0.84528, 3.01837, -1.83107], [-2.46464, 1.63894, -1.46885], [-3.13988, 2.49926, -1.49357], [-2.57776, 1.07814, -2.39753], [0.01808, 3.11856, 0.33120], [-4.03165, 2.00804, 0.81681], [-3.00587, 0.89139, 1.72064], [-2.98320, -1.27657, -1.97152], [-2.31254, -0.90129, 1.43212], [-3.40900, -3.04683, 1.57356], [-3.57291, -3.00608, -0.19490], [-1.66357, -4.49699, 0.69083], [0.42742, -3.43958, 0.00416], [-0.41195, -1.82170, -0.10986]]}


2 | {"formula": "C17H22N2O2S", "method": "ωB97M-V with the def2-TZVPD basis set", "e_lumo_ev": 0.61, "spin_multiplicity": 1, "smiles": "CCOc1ccc(C(=O)NC[C@@H](c2cccs2)N(C)C)cc1", "homo_ev": -8.312, "species": ["C", "C", "O", "C", "C", "C", "C", "C", "C", "H", "H", "C", "O", "N", "H", "C", "H", "H", "C", "C", "C", "C", "C", "S", "H", "H", "H", "N", "C", "H", "H", "H", "C", "H", "H", "H", "H", "H", "H", "H", "H", "H", "H", "H"], "xyz": [[4.08123, 1.54571, -4.36669], [4.64129, 0.15522, -4.08106], [3.62651, -0.81345, -3.90535], [2.91939, -0.86050, -2.74840], [3.16818, -0.09694, -1.61071], [2.37543, -0.24416, -0.48636], [1.32454, -1.15227, -0.46609], [1.09721, -1.93494, -1.59805], [1.87358, -1.78855, -2.72292], [1.70001, -2.38455, -3.60477], [0.29437, -2.65553, -1.57100], [0.43043, -1.35427, 0.70405], [-0.12078, -2.41594, 0.93114], [0.26622, -0.26675, 1.50139], [0.64273, 0.61854, 1.20274], [-0.70636, -0.23750, 2.56361], [-0.21415, 0.01897, 3.50815], [-1.11808, -1.24534, 2.63688], [-1.82237, 0.79713, 2.27288], [-2.43010, 0.56265, 0.92168], [-2.66875, -0.59894, 0.25489], [-3.27283, -0.39866, -1.00784], [-3.48998, 0.91059, -1.28297], [-2.95845, 1.93052, -0.00569], [-3.93021, 1.34783, -2.15695], [-3.52980, -1.20075, -1.67624], [-2.40453, -1.57271, 0.62581], [-2.86845, 0.87551, 3.28412], [-2.44267, 1.47989, 4.52594], [-3.32876, 1.69684, 5.12226], [-1.93052, 2.41823, 4.31839], [-1.77885, 0.83612, 5.12266], [-3.59823, -0.35308, 3.51105], [-3.02858, -1.09580, 4.08790], [-4.50597, -0.11302, 4.06490], [-3.88204, -0.78706, 2.55551], [-1.35641, 1.79280, 2.25205], [2.61231, 0.34281, 0.38998], [3.98178, 0.61101, -1.58048], [5.20633, -0.20131, -4.94679], [5.31492, 0.17392, -3.21556], [4.89737, 2.23927, -4.54937], [3.44293, 1.51112, -5.24593], [3.49011, 1.90734, -3.52876]]}


Most favorable structure: 2. The second most favorable one is 0.0115 hartree above it.


1 | {"formula": "CH6N4", "method": "ωB97M-V with the def2-TZVPD basis set", "e_lumo_ev": 1.00, "spin_multiplicity": 1, "smiles": "N/N=C/NN", "homo_ev": -8.229, "species": ["C", "H", "H", "H", "H", "H", "H", "N", "N", "N", "N"], "xyz": [[0.13222, -0.54669, 0.05546], [0.81156, 1.29975, -2.48283], [-0.97510, 1.16430, -2.23761], [-0.06977, -0.88426, -1.92299], [0.80595, -1.42414, 0.43319], [0.78283, -0.92906, 2.19278], [-0.42438, 0.22886, 2.95020], [0.03462, 1.06168, -1.71939], [0.28473, -0.21389, -1.30315], [-0.34202, 0.18515, 0.94328], [-0.22367, -0.48656, 2.18419]]}


2 | {"formula": "CH6N4", "method": "ωB97M-V with the def2-TZVPD basis set", "e_lumo_ev": 0.80, "spin_multiplicity": 1, "smiles": "[H]/N=C(/N)NN", "homo_ev": -9.081, "species": ["C", "H", "H", "H", "H", "H", "H", "N", "N", "N", "N"], "xyz": [[-0.55119, 0.24251, 0.06937], [1.94019, 0.59509, -0.67042], [1.75685, 0.31840, 0.98433], [0.59199, -1.84547, -0.10595], [-2.04636, -1.51981, 0.28761], [-2.55823, 0.27458, -0.12141], [0.59337, 1.68777, -0.34070], [1.84080, -0.12026, -0.00625], [0.59371, -0.73321, -0.06439], [-1.80034, -0.40413, -0.06134], [-0.36080, 1.50453, 0.02916]]}


3 | {"formula": "CH6N4", "method": "ωB97M-V with the def2-TZVPD basis set", "e_lumo_ev": 0.88, "spin_multiplicity": 1, "smiles": "[H]/N=N/C(N)N", "homo_ev": -8.764, "species": ["C", "N", "N", "N", "N", "H", "H", "H", "H", "H", "H"], "xyz": [[-0.14588, -0.20710, 0.25228], [-1.05303, 0.82564, 0.20959], [0.26302, -0.60381, 1.54830], [0.78551, -0.27906, -0.80196], [0.53935, 0.50398, -1.79483], [-0.15504, -1.32237, -0.47629], [-1.89677, 0.71125, 0.74753], [0.99034, -1.30769, 1.50306], [-1.14290, 1.20459, -0.73019], [0.60228, 0.19785, 2.07244], [1.21312, 0.27672, -2.52993]]}


4 | {"formula": "CH6N4", "method": "ωB97M-V with the def2-TZVPD basis set", "e_lumo_ev": 0.67, "spin_multiplicity": 1, "smiles": "[H]/N=C(\\N)NN", "homo_ev": -8.666, "species": ["C", "H", "H", "H", "H", "H", "H", "N", "N", "N", "N"], "xyz": [[-0.11932, -0.53972, 0.24100], [0.45481, 1.23260, -1.68627], [1.00011, 1.61676, -0.15011], [-1.65301, 0.60798, -0.08088], [1.59983, -0.29607, -1.04733], [1.77276, -1.24483, 0.37247], [-0.86076, -2.23544, 1.36655], [0.14900, 1.56716, -0.71814], [-0.69959, 0.55745, -0.33704], [1.18994, -0.56007, -0.05226], [-0.86762, -1.05635, 1.07596]]}


Most favorable structure: 2. The second most favorable one is 0.0083 hartree above it.


1 | {"formula": "CH4BrNO", "method": "ωB97M-V with the def2-TZVPD basis set", "e_lumo_ev": -2.69, "spin_multiplicity": 1, "homo_ev": -8.810, "species": ["C", "N", "O", "Br", "H", "H", "H", "H"], "xyz": [[0.33272, -1.00122, 0.87361], [0.12219, 1.73182, -1.39149], [0.68490, 0.27910, 0.87262], [-1.03770, 0.48449, -1.63293], [-0.25163, -0.95758, -0.09844], [-0.52511, -1.22913, 1.55075], [1.00190, -1.81845, 0.79866], [-0.32727, 2.51097, -0.97278]]}


2 | {"formula": "CH4BrNO", "method": "ωB97M-V with the def2-TZVPD basis set", "e_lumo_ev": -0.06, "spin_multiplicity": 1, "homo_ev": -9.652, "species": ["C", "N", "O", "Br", "H", "H", "H", "H"], "xyz": [[-0.65248, -0.28219, 0.10023], [1.44774, 0.34104, -0.53866], [0.61490, 0.22370, 0.57030], [1.33838, 2.13541, -1.38743], [-0.39910, -1.08645, -0.57963], [-1.21944, 0.36131, -0.53353], [-1.11826, -0.75393, 0.79547], [2.69699, 0.57661, -0.03178]]}


Most favorable structure: 2. The second most favorable one is 0.0755 hartree above it.